No. 1
{"formula": "C32H49BrN6O2Si3V", "method": "ωB97M-V/def2-TZVPD", "total_charge": 2, "spin_multiplicity": 2, "orbital_gap_ev": [5.26, 6.09], "e_homo_ha": [-0.4584, -0.4588], "species": ["V", "Br", "C", "C", "C", "C", "C", "C", "N", "N", "C", "C", "C", "C", "O", "C", "N", "C", "C", "C", "C", "H", "H", "H", "H", "H", "H", "H", "H", "H", "C", "O", "Si", "C", "C", "C", "Si", "C", "C", "C", "Si", "C", "C", "C", "H", "H", "H", "H", "H", "H", "H", "H", "H", "H", "H", "H", "H", "H", "H", "H", "H", "H", "H", "H", "H", "H", "H", "H", "H", "H", "H", "C", "C", "N", "C", "N", "C", "C", "C", "N", "C", "H", "H", "H", "H", "H", "H", "H", "H", "H", "H", "H", "H", "H"], "xyz": [[-1.374, -0.068, 0.476], [7.002, 3.543, -2.602], [6.721, 1.709, -2.264], [6.171, 1.316, -1.056], [5.940, -0.029, -0.810], [6.282, -0.971, -1.772], [6.902, -0.574, -2.953], [7.095, 0.770, -3.217], [6.136, -2.376, -1.574], [5.061, -2.875, -1.223], [3.866, -2.113, -1.036], [3.321, -2.015, 0.215], [2.082, -1.394, 0.401], [1.340, -0.918, -0.654], [0.123, -0.334, -0.444], [1.907, -0.968, -1.968], [1.247, -0.372, -2.983], [1.765, -0.421, -4.184], [2.963, -1.093, -4.495], [3.656, -1.684, -3.483], [3.156, -1.606, -2.161], [5.932, 2.058, -0.306], [5.533, -0.336, 0.142], [7.230, -1.328, -3.658], [7.556, 1.087, -4.141], [3.863, -2.409, 1.065], [1.729, -1.252, 1.412], [1.215, 0.087, -4.970], [3.310, -1.124, -5.518], [4.579, -2.212, -3.675], [-3.560, -0.293, 2.842], [-2.985, 0.324, 1.681], [-3.611, 1.650, 0.769], [-3.571, 3.160, 1.840], [-5.387, 1.273, 0.388], [-2.269, 1.349, -0.527], [-1.302, 2.921, -1.063], [-2.483, 4.367, -1.172], [-0.541, 2.597, -2.724], [0.046, 3.242, 0.189], [-3.003, 0.164, -1.881], [-4.506, 0.980, -2.643], [-1.922, -0.438, -3.258], [-3.384, -1.472, -0.952], [-3.540, 0.407, 3.676], [-2.985, -1.181, 3.094], [-4.590, -0.578, 2.630], [-3.979, 2.878, 2.816], [-4.247, 3.916, 1.434], [-2.598, 3.620, 1.997], [-5.947, 1.364, 1.324], [-5.583, 0.287, -0.029], [-5.799, 2.022, -0.289], [-3.373, 4.129, -1.759], [-1.972, 5.176, -1.701], [-2.799, 4.765, -0.207], [-1.291, 2.496, -3.509], [0.092, 1.708, -2.733], [0.076, 3.464, -2.984], [-0.286, 3.317, 1.224], [0.522, 4.193, -0.066], [0.825, 2.475, 0.130], [-4.594, 2.037, -2.394], [-5.444, 0.489, -2.386], [-4.382, 0.910, -3.726], [-1.710, 0.320, -4.009], [-2.542, -1.202, -3.746], [-0.986, -0.893, -2.947], [-3.796, -1.471, 0.057], [-2.550, -2.182, -1.008], [-4.158, -1.933, -1.579], [-0.975, -4.169, 3.488], [-0.598, -3.968, 2.038], [-0.661, -2.532, 1.721], [-0.363, -1.568, 2.657], [-0.416, -0.317, 2.227], [-0.028, 0.786, 3.106], [-0.318, 0.453, 4.559], [0.292, -0.893, 4.897], [-0.115, -1.912, 3.919], [-0.070, -3.316, 4.353], [-0.863, -5.217, 3.759], [-2.020, -3.894, 3.655], [-1.277, -4.490, 1.366], [0.413, -4.342, 1.857], [-0.268, -2.326, 0.809], [-0.575, 1.678, 2.794], [1.036, 1.007, 2.971], [-1.394, 0.423, 4.740], [0.101, 1.220, 5.209], [-0.039, -1.234, 5.877], [1.383, -0.833, 4.921], [-0.401, -3.338, 5.390], [0.961, -3.678, 4.326]], "forces_ev_per_angstrom": [[1.2, -0.2, -0.8], [0.0, 0.0, 0.0], [0.0, 0.0, -0.1], [0.0, 0.0, 0.1], [0.0, 0.0, 0.0], [0.1, 0.3, 0.0], [0.0, -0.1, 0.1], [0.0, 0.1, 0.0], [-0.2, -0.3, -0.1], [0.2, 0.0, 0.1], [-0.1, 0.0, -0.1], [0.2, -0.1, -0.1], [-0.2, 0.1, 0.2], [0.6, 0.1, 0.0], [-1.1, -0.3, 0.3], [0.0, 0.0, -0.1], [-0.2, 0.1, 0.0], [0.0, 0.0, 0.0], [0.0, 0.0, 0.0], [0.0, 0.0, 0.1], [0.0, 0.1, 0.1], [0.0, 0.0, 0.0], [0.0, 0.0, 0.0], [0.0, 0.0, 0.0], [0.0, 0.0, 0.0], [0.0, 0.0, 0.0], [0.0, 0.0, 0.0], [0.0, 0.0, 0.0], [0.0, 0.0, 0.0], [0.0, 0.0, 0.0], [-0.1, 0.1, 0.1], [0.0, -0.3, 0.0], [-0.1, 0.1, -0.1], [0.0, -0.1, 0.0], [0.0, 0.1, 0.1], [-0.2, 0.1, 0.7], [0.0, -0.1, -0.2], [0.0, 0.0, 0.0], [0.1, 0.2, 0.0], [0.1, 0.0, 0.0], [0.2, -0.2, 0.0], [0.0, 0.0, 0.0], [-0.2, 0.0, -0.1], [-0.1, 0.0, -0.2], [0.0, 0.0, 0.0], [0.0, 0.0, 0.0], [0.0, 0.0, 0.0], [0.0, 0.0, 0.0], [0.0, 0.0, 0.0], [0.1, 0.0, 0.0], [0.0, 0.0, 0.0], [0.0, 0.0, 0.0], [0.0, 0.0, 0.0], [0.0, 0.0, 0.0], [0.0, 0.0, 0.0], [0.0, 0.0, 0.0], [0.0, 0.0, 0.0], [0.0, 0.0, 0.0], [0.0, 0.0, 0.0], [-0.1, 0.0, 0.0], [0.0, 0.0, 0.0], [0.0, 0.0, 0.0], [0.0, 0.0, 0.0], [0.0, 0.0, 0.0], [0.0, 0.0, 0.0], [0.1, 0.0, 0.0], [0.1, 0.0, 0.0], [0.0, 0.1, 0.0], [0.0, 0.1, 0.1], [0.0, 0.0, 0.1], [0.0, 0.0, 0.0], [0.0, 0.0, 0.0], [0.0, 0.0, 0.0], [-0.2, 0.1, -0.2], [-0.1, 0.0, 0.2], [-0.1, 0.3, -0.2], [0.0, 0.0, 0.1], [0.0, 0.0, 0.0], [-0.1, 0.0, 0.0], [0.1, 0.1, 0.0], [0.0, 0.0, 0.0], [0.0, 0.0, 0.0], [0.0, 0.0, 0.0], [0.0, 0.0, 0.0], [0.0, 0.0, 0.0], [0.1, 0.0, 0.1], [0.0, 0.0, 0.0], [0.0, 0.0, 0.0], [0.0, 0.0, 0.0], [0.0, 0.0, 0.0], [0.0, 0.0, 0.0], [0.0, 0.0, 0.0], [0.0, 0.0, 0.0], [0.0, 0.0, 0.0]], "lowdin_charge": [1.01, 0.78, -0.69, -0.11, -0.02, -0.28, -0.02, -0.10, 0.11, 0.10, -0.21, -0.02, -0.01, -0.23, -0.18, -0.14, 0.10, -0.09, -0.01, 0.02, -0.07, 0.10, 0.11, 0.12, 0.11, 0.13, 0.10, 0.12, 0.12, 0.12, -0.04, -0.41, 0.41, -0.13, -0.13, -0.46, 0.44, -0.15, -0.16, -0.15, 0.46, -0.14, -0.17, -0.17, 0.10, 0.08, 0.10, 0.05, 0.06, 0.04, 0.06, 0.04, 0.06, 0.04, 0.05, 0.02, 0.04, 0.01, 0.05, 0.02, 0.05, 0.04, 0.03, 0.05, 0.05, 0.04, 0.06, 0.01, 0.03, 0.04, 0.07, -0.14, -0.14, 0.08, -0.39, -0.05, -0.16, -0.13, -0.10, 0.00, -0.11, 0.13, 0.13, 0.13, 0.13, 0.10, 0.10, 0.14, 0.11, 0.13, 0.13, 0.14, 0.13, 0.14]}



No. 2
{"formula": "C32H49ClErF4N3O5P2", "method": "ωB97M-V/def2-TZVPD", "total_charge": 0, "spin_multiplicity": 4, "orbital_gap_ev": [7.60, 7.61], "e_homo_ha": [-0.2646, -0.2647], "species": ["Er", "C", "N", "C", "C", "C", "N", "C", "C", "F", "C", "F", "C", "C", "F", "C", "F", "H", "H", "H", "H", "H", "H", "H", "H", "H", "H", "H", "C", "P", "C", "C", "C", "P", "C", "C", "H", "H", "H", "H", "H", "H", "H", "H", "H", "H", "H", "H", "H", "H", "H", "H", "C", "N", "C", "C", "C", "O", "H", "H", "H", "H", "H", "H", "H", "H", "H", "C", "C", "C", "C", "C", "C", "C", "C", "C", "C", "O", "O", "H", "H", "H", "H", "H", "H", "H", "H", "H", "H", "H", "Cl", "C", "C", "O", "O", "H", "H"], "xyz": [[11.140, 12.061, 13.474], [11.466, 13.036, 17.178], [12.211, 12.268, 16.174], [12.524, 10.953, 16.753], [13.474, 13.009, 15.907], [13.240, 14.141, 14.944], [12.768, 13.587, 13.671], [13.179, 14.245, 12.579], [13.637, 13.495, 11.454], [13.458, 12.135, 11.532], [14.168, 14.077, 10.338], [14.538, 13.270, 9.301], [14.387, 15.453, 10.268], [13.830, 16.206, 11.281], [13.909, 17.558, 11.228], [13.211, 15.638, 12.390], [12.593, 16.462, 13.259], [11.991, 13.155, 18.127], [10.503, 12.545, 17.379], [11.235, 14.042, 16.815], [13.206, 11.139, 17.608], [12.954, 10.286, 16.030], [11.574, 10.538, 17.112], [14.235, 12.319, 15.481], [13.867, 13.428, 16.850], [14.182, 14.711, 14.810], [12.453, 14.879, 15.329], [14.957, 15.939, 9.439], [16.112, 10.537, 13.304], [14.387, 9.851, 13.377], [14.627, 8.321, 14.443], [14.389, 8.982, 11.737], [13.067, 8.300, 11.389], [11.720, 9.540, 10.842], [10.370, 8.347, 10.393], [12.498, 9.843, 9.188], [16.904, 9.796, 13.046], [16.363, 10.955, 14.293], [16.066, 11.339, 12.558], [14.973, 7.495, 13.835], [13.652, 8.092, 14.879], [15.343, 8.520, 15.214], [15.199, 8.249, 11.779], [14.638, 9.691, 10.915], [12.731, 7.784, 12.322], [13.182, 7.553, 10.599], [10.712, 7.764, 9.509], [9.471, 8.896, 10.100], [10.170, 7.684, 11.262], [13.150, 9.002, 8.887], [13.040, 10.781, 9.223], [11.742, 9.936, 8.386], [8.863, 6.355, 16.413], [9.589, 7.448, 15.910], [9.654, 8.564, 16.802], [10.291, 7.482, 14.767], [10.253, 6.234, 13.950], [11.013, 8.464, 14.418], [7.837, 6.646, 16.628], [9.301, 6.023, 17.399], [8.880, 5.500, 15.733], [8.753, 8.631, 17.369], [9.744, 9.449, 16.209], [10.545, 8.503, 17.479], [9.253, 5.974, 13.601], [10.561, 5.337, 14.556], [10.886, 6.428, 13.075], [6.270, 13.700, 6.805], [7.157, 13.462, 7.964], [6.610, 13.172, 9.218], [7.425, 12.780, 10.273], [6.737, 12.344, 11.566], [8.830, 12.938, 10.191], [9.369, 13.301, 8.919], [10.831, 13.431, 8.721], [8.559, 13.518, 7.823], [9.732, 12.576, 11.317], [10.679, 13.331, 11.701], [9.599, 11.422, 11.882], [5.232, 13.436, 6.990], [6.644, 13.099, 5.915], [6.308, 14.761, 6.473], [5.526, 13.333, 9.320], [5.779, 11.929, 11.255], [6.560, 13.215, 12.240], [7.263, 11.540, 12.051], [11.367, 13.588, 9.667], [11.082, 14.311, 8.110], [11.275, 12.587, 8.146], [8.970, 13.757, 6.830], [7.318, 12.046, 17.132], [7.593, 12.621, 15.502], [9.047, 12.427, 14.974], [9.641, 13.454, 14.445], [9.616, 11.277, 14.918], [7.293, 13.677, 15.507], [6.907, 11.987, 14.864]], "forces_ev_per_angstrom": [[1.6, -0.7, 0.3], [-1.1, 0.1, -0.5], [0.7, 0.3, -0.2], [-0.6, 0.9, 0.8], [0.1, -0.2, 0.1], [-1.2, 1.2, -0.4], [0.1, -0.3, 0.9], [0.7, 0.3, -1.4], [-0.6, 0.1, 0.7], [0.2, 0.6, -0.3], [0.5, -0.3, -0.6], [0.0, 0.4, 0.5], [0.2, 0.3, -0.9], [0.2, 0.3, 0.3], [0.0, -0.5, 0.0], [0.2, -0.1, -0.4], [0.2, -0.2, 0.2], [0.3, -0.2, 0.1], [0.2, 0.0, 0.0], [0.1, -0.2, -0.1], [-0.1, -0.5, -0.2], [0.3, -0.2, -0.3], [0.4, -0.1, 0.0], [-0.5, 0.3, 0.2], [0.0, -0.2, 0.0], [-0.4, -0.2, 0.1], [1.2, -0.8, -0.1], [-0.8, -0.6, 0.8], [0.0, -0.3, 0.3], [0.3, -0.6, 0.0], [-0.7, 0.8, -0.6], [0.1, 0.5, -0.9], [-0.9, 0.0, 1.1], [1.0, -0.9, 0.4], [0.6, -0.3, -0.2], [-0.5, -0.3, -0.6], [-0.6, 0.4, 0.0], [-0.1, 0.0, -0.4], [0.3, -0.1, 0.2], [0.1, -0.3, -0.1], [0.1, -0.2, 0.0], [0.4, 0.1, 0.5], [0.0, 0.0, -0.1], [0.1, -0.2, 0.6], [-0.1, 0.2, -0.7], [0.1, 0.0, 0.0], [-0.3, 0.1, 0.6], [0.1, -0.1, 0.2], [0.0, 0.4, -0.6], [-0.2, 0.5, 0.2], [0.3, 0.1, -0.1], [0.1, 0.1, 0.4], [-0.1, -1.8, 1.2], [0.5, 1.0, -0.3], [1.3, 0.5, 0.3], [1.5, 1.4, -0.4], [0.3, -0.9, -0.4], [-1.5, -1.8, 0.8], [-0.2, -0.1, -0.1], [-0.3, 0.2, -0.9], [-0.2, 0.2, 0.3], [-0.6, 0.0, 0.5], [0.1, 0.6, -0.2], [-0.7, -0.1, -0.3], [-0.1, 0.2, -0.1], [0.2, 0.9, -0.7], [0.0, -0.5, 0.4], [0.4, 0.2, -1.9], [0.7, -0.1, 0.8], [0.2, 0.2, -0.9], [0.4, 0.6, 1.3], [-0.4, 0.7, -0.6], [-0.9, -0.2, -1.7], [0.1, 0.0, 0.9], [1.6, 0.3, -0.4], [-1.4, -0.1, -0.1], [0.2, -1.3, 0.3], [-0.7, 0.2, -0.6], [-0.5, 1.5, -0.3], [0.0, 0.0, 0.1], [-0.6, 0.6, 1.0], [-0.1, -0.5, 0.2], [0.5, -0.6, 0.2], [-0.2, 0.1, 0.3], [0.2, -0.7, -0.3], [0.4, 0.0, 0.4], [-0.1, -0.3, -0.4], [-0.3, -0.1, 0.1], [-0.3, 0.3, 0.6], [0.0, -0.2, 0.6], [0.2, -0.4, 0.8], [-0.1, -0.5, -1.3], [0.7, 0.6, -0.9], [-1.4, -1.6, 1.1], [-1.6, 1.2, 0.9], [0.3, -0.4, -0.4], [0.9, 1.0, 0.4]], "lowdin_charge": [1.45, -0.09, -0.28, -0.08, -0.21, -0.22, -0.14, -0.23, -0.15, -0.02, -0.22, 0.06, 0.05, -0.21, 0.07, -0.15, 0.09, 0.09, 0.08, 0.09, 0.10, 0.05, 0.07, 0.11, 0.12, 0.13, 0.13, 0.15, -0.29, 0.86, -0.27, -0.46, -0.43, 0.90, -0.27, -0.29, 0.05, 0.03, 0.03, 0.03, 0.01, 0.02, 0.07, 0.08, 0.05, 0.07, 0.05, 0.03, 0.03, 0.05, 0.01, 0.04, -0.07, -0.17, -0.04, -0.46, -0.01, -0.02, 0.09, 0.12, 0.08, 0.08, 0.04, 0.11, 0.09, 0.10, 0.07, -0.07, -0.28, -0.02, -0.18, -0.03, -0.02, -0.20, -0.03, -0.01, -0.55, -0.09, -0.17, 0.07, 0.10, 0.09, 0.13, 0.07, 0.10, 0.06, 0.07, 0.09, 0.09, 0.13, 0.59, -0.51, -0.63, -0.10, -0.15, 0.08, 0.10]}



The energy above the lowest of the compared OMol25 structures with the same formula, charge and spin results, record by record, are as follows: 201.7 0.0 kJ/mol.
The electronic energy results, record by record, are as follows: -166367.322 -118282.889 eV.